No. 1
The following is a DFT calculation (ωB97M-V/def2-TZVPD) of C27H29MoN3O8S2 as an isolated structure.

As for the LUMO energy (spin up / spin down): -0.8 / -0.9 eV. As for the gap between HOMO and LUMO (spin up / spin down): 6.1 / 7.1 eV. Its HOMO energy (spin up / spin down) is -0.2528 / -0.2939 Ha. As for the expectation value of S²: 2.02.

```
! wB97M-V def2-TZVPD RIJCOSX def2/J DEFGRID3
* xyz 0 3
Mo 0.41452 0.20449 -0.43859
C 0.71826 2.94698 -2.18890
N 1.39718 2.31912 -1.04701
C 2.81586 2.14989 -1.42371
C 3.52807 0.92863 -0.84437
C 3.12335 -0.39075 -1.51696
N 1.96308 -0.99595 -0.88661
C 2.03049 -2.31334 -0.78358
C 1.17814 -3.22634 -0.10076
C 1.23615 -4.57824 -0.50530
C 0.49853 -5.56522 0.10487
C -0.30050 -5.25474 1.19411
C -0.35236 -3.94459 1.65433
C 0.35194 -2.94174 1.01847
O 0.36157 -1.63055 1.45218
C 1.31305 3.25300 0.09639
C -0.09931 3.63571 0.54114
C -0.90598 2.46290 1.11430
N -1.03254 1.40764 0.15303
C -2.33601 0.98267 -0.19472
C -2.49840 0.83183 -1.69623
C -3.78194 0.96985 -2.21187
C -4.04409 0.82800 -3.56049
C -3.00683 0.52909 -4.42876
C -1.72308 0.40072 -3.94470
C -1.43386 0.56508 -2.58174
O -0.16198 0.46318 -2.19825
H 1.11654 3.95418 -2.36968
H -0.35135 3.00982 -2.00352
H 0.86081 2.33933 -3.08127
H 3.37622 3.05236 -1.13982
H 2.86056 2.06513 -2.51429
H 3.36742 0.84277 0.23419
H 4.59760 1.08216 -1.01327
H 3.98051 -1.07796 -1.47191
H 2.88578 -0.20347 -2.57533
H 2.84412 -2.80328 -1.32095
H 1.87443 -4.82965 -1.33888
H 0.55339 -6.58161 -0.25543
H -0.88508 -6.01480 1.68797
H -0.91916 -3.72807 2.54549
H 1.83959 4.18262 -0.17831
H 1.83027 2.80778 0.94962
H -0.66529 4.08168 -0.27745
H 0.00743 4.39395 1.32000
H -1.89785 2.82293 1.42619
H -0.38106 2.08933 2.00999
H -3.09871 1.70354 0.16141
H -4.59465 1.17402 -1.52800
H -5.05346 0.94944 -3.92302
H -3.19859 0.41249 -5.48542
H -0.89920 0.14839 -4.59796
O 2.90345 -0.92846 2.08481
S 2.04048 0.17151 2.41147
O 2.66446 1.28468 3.07936
O 1.30718 0.68281 1.17459
C 0.60868 -0.34738 3.34755
C 0.20198 0.19347 4.54729
C -1.06197 -0.12507 5.02514
C -1.91096 -0.91555 4.26455
C -1.50661 -1.45195 3.05151
C -0.20932 -1.20004 2.61025
S -2.19209 -1.71302 -0.18819
O -0.79180 -1.33726 -0.73854
O -3.06885 -1.99119 -1.30179
O -2.64643 -0.22442 0.49152
H 0.87570 0.84119 5.08627
H -1.40384 0.27375 5.96651
H -2.91575 -1.11145 4.60829
H -2.19791 -2.01199 2.44283
*
```


No. 2
The following is a DFT calculation (ωB97M-V/def2-TZVPD) of a 2-piece molecular cluster, C27H29N2 overall.

As for the LUMO energy: -4.6 eV. As for the gap between HOMO and LUMO: 6.5 eV. Its HOMO energy is -0.4082 Ha.

```
! wB97M-V def2-TZVPD RIJCOSX def2/J DEFGRID3
* xyz 1 1
C 2.80708 1.11440 -1.41249
C 1.98300 0.30445 -2.39579
C 2.22395 0.68617 -3.84695
N 1.18356 -0.60791 -1.98878
C 0.95713 -1.77320 -2.90624
C 0.69333 -3.04948 -2.15189
C -0.47262 -3.20367 -1.40109
C -0.70068 -4.39256 -0.70268
C 0.23237 -5.43730 -0.77573
C 1.40496 -5.27701 -1.52467
C 1.64131 -4.07783 -2.19739
H 2.99041 2.11378 -1.82156
H 2.29595 1.18822 -0.45084
H 3.78116 0.62890 -1.24253
H 2.65886 1.68949 -3.89902
H 2.92001 -0.00572 -4.34343
H 1.27918 0.69091 -4.40432
H 0.09174 -1.54843 -3.55429
H 1.81588 -1.97914 -3.57155
H -1.18146 -2.37460 -1.35223
H -1.61317 -4.50399 -0.11145
H 0.04604 -6.37498 -0.24907
H 2.13750 -6.08492 -1.59026
H 2.56157 -3.91551 -2.76302
C 1.45949 5.33492 -0.08649
N 0.78959 4.10730 0.30444
C 0.36880 3.14695 -0.55596
C -0.27253 2.09869 0.15996
C -0.76192 0.91887 -0.39712
C -1.44509 -0.09985 0.36526
C -0.80968 -0.76584 1.44317
C -1.48067 -1.73336 2.17914
C -2.82348 -2.02703 1.91480
C -3.56087 -2.99503 2.78930
C -3.45524 -1.40741 0.82836
C -2.77255 -0.49059 0.04289
C -0.28547 2.54289 1.56867
C -0.89313 2.10136 2.73602
C -0.68402 2.80973 3.93301
C 0.09233 3.97837 3.96147
C 0.65619 4.48330 2.77877
C 0.43730 3.75911 1.61421
H 1.69868 5.90790 0.81164
H 2.38431 5.11410 -0.63618
H 0.81391 5.93868 -0.73881
H 0.51000 3.23229 -1.63034
H -0.77278 0.84453 -1.48351
H 0.22298 -0.49952 1.68156
H -0.96962 -2.25495 2.99184
H -4.56253 -3.18780 2.39284
H -3.02688 -3.95114 2.86696
H -3.67152 -2.60558 3.81092
H -4.49395 -1.66338 0.60610
H -3.26074 -0.01551 -0.81105
H -1.52991 1.22158 2.70744
H -1.13247 2.44190 4.85567
H 0.24825 4.50590 4.90276
H 1.24615 5.39855 2.74954
*
```


What did we get for E_tot? Answer: -2677.0238; -1155.5080 Eh, in the order shown.